# 1
The following is a DFT calculation (ωB97M-V/def2-TZVPD) of a gas-phase ion, C21H22Cl2N (charge +1).

The geometry in ORCA input format:
```
! wB97M-V def2-TZVPD RIJCOSX def2/J DEFGRID3
* xyz 1 1
C 2.366 1.203 -0.056
C 2.076 1.737 1.328
C 0.756 1.316 1.949
C 0.491 0.185 2.724
C 1.437 -0.912 2.931
C -0.756 0.422 3.629
C -0.704 0.639 5.201
C -1.487 -0.465 5.993
C -1.006 -1.730 5.694
C -1.638 -2.892 6.119
C -2.756 -2.781 6.957
Cl -3.434 -4.189 7.605
C -3.242 -1.521 7.320
C -2.570 -0.354 6.879
C -0.925 2.123 5.565
C 0.134 2.907 5.145
C 0.151 4.279 5.322
C -0.850 4.867 6.100
Cl -0.679 6.490 6.564
C -1.935 4.105 6.536
C -2.028 2.741 6.169
N -1.327 1.575 2.835
C -0.424 2.115 1.981
C -0.686 3.314 1.150
H 3.370 1.533 -0.359
H 2.349 0.103 -0.090
H 1.639 1.588 -0.778
H 2.878 1.440 2.018
H 2.137 2.831 1.305
H 0.936 -1.793 3.339
H 2.022 -1.193 2.020
H 2.166 -0.628 3.695
H -1.486 -0.369 3.621
H 0.347 0.423 5.412
H -0.130 -1.824 5.036
H -1.227 -3.871 5.854
H -4.081 -1.458 7.980
H -2.953 0.592 7.211
H 0.966 2.447 4.601
H 0.976 4.873 4.935
H -2.659 4.554 7.174
H -2.986 2.252 6.262
H -2.054 2.111 3.290
H 0.278 3.721 0.800
H -1.235 3.009 0.240
H -1.268 4.107 1.640
*
```

M	359.320	Da
SMILES string	CCC1=C(C)[C@@H](C(c2ccc(Cl)cc2)c2ccc(Cl)cc2)[NH+]=C1C


# 2
The following is a DFT calculation (ωB97M-V/def2-TZVPD) of a single C21H22ClFN6O3 molecule.

The geometry in ORCA input format:
```
! wB97M-V def2-TZVPD RIJCOSX def2/J DEFGRID3
* xyz 0 1
C 3.197 -6.291 -0.633
C 2.380 -5.303 0.117
C 1.481 -5.459 1.137
C 1.013 -4.169 1.459
C 1.664 -3.311 0.608
C 1.555 -1.892 0.491
N 0.753 -1.142 1.284
N 0.887 0.074 0.896
N 1.744 0.075 -0.097
C 2.080 1.247 -0.848
C 0.855 1.568 -1.716
O 0.760 1.104 -2.838
N -0.135 2.277 -1.140
C -1.400 2.403 -1.856
C -2.294 1.165 -1.633
O -3.276 1.206 -0.922
N -1.865 0.081 -2.289
C -2.480 -1.225 -2.151
C -1.633 -2.133 -1.249
C -0.582 -2.691 -2.202
C -1.389 -3.003 -3.464
C -2.507 -1.945 -3.509
C -0.073 2.870 0.147
C 0.832 3.897 0.395
C 0.880 4.486 1.645
C 0.014 4.056 2.635
F 0.073 4.636 3.842
C -0.915 3.048 2.389
Cl -1.995 2.542 3.624
C -0.956 2.457 1.137
N 2.190 -1.125 -0.394
O 2.492 -4.002 -0.207
H 2.980 -6.231 -1.698
H 2.979 -7.294 -0.278
H 4.258 -6.086 -0.497
H 1.192 -6.381 1.598
H 0.300 -3.892 2.207
H 2.915 0.990 -1.503
H 2.341 2.052 -0.162
H -1.181 2.511 -2.922
H -1.923 3.285 -1.487
H -1.006 0.133 -2.823
H -3.475 -1.049 -1.738
H -1.216 -1.593 -0.401
H -2.254 -2.941 -0.863
H -0.083 -3.572 -1.803
H 0.180 -1.939 -2.412
H -0.769 -2.979 -4.359
H -1.823 -4.000 -3.383
H -3.477 -2.410 -3.675
H -2.344 -1.227 -4.312
H 1.486 4.244 -0.391
H 1.574 5.282 1.863
H -1.679 1.683 0.938
*
```

relative energy (zero: lowest compared OMol25 entry of this formula, charge and spin)	0.2	kcal/mol
M	460.897	Da
SMILES string	Cc1ccc(-c2nnn(CC(=O)N(CC(=O)NC3CCCC3)c3ccc(F)c(Cl)c3)n2)o1


Number 1: frontier orbital gap 7.2 eV, total energy -1788.3009 Eh. Number 2: frontier orbital gap 8.9 eV, total energy -1927.7557 Eh.